This record from the OMol25 dataset describes an isolated molecule of C5H6N4 at a distorted geometry. The level of theory is wB97M-V/def2-TZVPD.

CARTESIAN COORDINATES (ANGSTROEM)
N  -1.96  -1.16  0.09
N  -1.01  -0.18  -0.31
C  -1.32  1.17  -0.12
C  -0.11  1.91  0.11
N  0.72  0.88  -0.20
N  2.16  0.87  -0.01
C  2.46  -0.52  -0.08
C  1.41  -1.42  -0.04
C  0.32  -0.51  -0.29
H  -2.89  -1.36  -0.39
H  -2.42  -0.99  1.05
H  -2.39  1.59  -0.48
H  0.22  2.87  0.38
H  3.63  -0.70  0.14
H  1.19  -2.44  0.15

## Properties
orbital gap: 8.57 eV
SMILES: Nn1ccn2nccc12
LUMO energy: 0.0260 Eh
relative energy (zero: lowest compared OMol25 entry of this formula, charge and spin): 99.5 kcal per mole

This record from the OMol25 dataset describes a structure of composition C14H42BeNO8 at a distorted geometry. The level of theory is wB97M-V/def2-TZVPD.

CARTESIAN COORDINATES (ANGSTROEM)
Be  -0.65  1.95  0.94
C  2.49  -2.34  -0.55
C  1.07  -1.93  -1.04
C  0.59  -3.14  -1.92
C  0.00  -4.31  -1.27
C  -1.13  -3.95  -0.32
C  -0.58  -2.96  0.75
N  0.02  -1.71  0.06
O  0.33  -0.55  0.81
C  0.44  -3.74  1.67
C  -1.85  -2.56  1.65
C  1.17  -0.73  -1.97
H  3.28  -2.00  -1.22
H  2.72  -3.41  -0.57
H  2.54  -1.96  0.47
H  1.43  -3.55  -2.47
H  -0.04  -2.64  -2.66
H  0.79  -4.91  -0.82
H  -0.48  -5.01  -1.95
H  -1.67  -4.77  0.16
H  -1.81  -3.35  -0.92
H  0.80  -2.95  2.34
H  1.32  -4.14  1.17
H  -0.12  -4.44  2.29
H  -2.71  -2.40  1.00
H  -1.76  -1.67  2.28
H  -2.09  -3.40  2.30
H  0.22  -0.51  -2.45
H  1.98  -0.86  -2.69
H  1.47  0.21  -1.50
C  -3.93  1.00  -1.49
C  -2.96  -0.15  -1.06
O  -2.38  0.07  0.21
H  -3.76  1.94  -0.96
H  -4.99  0.81  -1.36
H  -3.95  1.22  -2.56
H  -2.08  -0.20  -1.70
H  -3.56  -1.05  -1.21
H  -1.92  -0.73  0.45
O  0.68  2.71  3.05
H  0.33  3.00  3.89
H  1.61  2.57  3.22
O  -2.96  2.86  1.23
H  -3.81  2.73  0.81
H  -3.17  3.04  2.14
O  -0.29  4.55  0.82
H  0.03  5.12  0.12
H  -0.69  5.15  1.45
O  -1.74  0.98  3.13
H  -2.42  0.99  3.80
H  -1.28  0.15  3.26
O  -1.13  2.41  -1.45
H  -1.80  3.02  -1.76
H  -0.46  2.42  -2.14
C  3.61  1.40  -0.25
C  2.90  2.77  -0.05
C  3.60  3.98  -0.65
O  1.63  2.71  -0.57
H  3.90  1.36  -1.30
H  3.00  0.53  -0.02
H  4.54  1.43  0.32
H  2.85  2.94  1.02
H  2.90  4.80  -0.48
H  3.60  3.98  -1.74
H  4.60  4.16  -0.24
H  1.69  3.03  -1.47

## Properties
orbital gap: 4.92 eV
LUMO energy: -0.1497 Eh
relative energy (zero: lowest compared OMol25 entry of this formula, charge and spin): 26.9 kcal per mole
net charge: +1

This record from the OMol25 dataset describes an isolated molecule of C4H7NO at a distorted geometry. The level of theory is wB97M-V/def2-TZVPD.

CARTESIAN COORDINATES (ANGSTROEM)
C  -1.55  -0.11  -0.77
N  -0.27  0.47  -0.30
C  1.02  -0.04  -0.90
C  0.60  -0.36  0.50
C  0.91  0.48  1.73
O  0.41  0.25  2.80
H  -1.42  -0.99  -1.43
H  -2.08  0.70  -1.28
H  -2.02  -0.35  0.18
H  0.97  -0.87  -1.66
H  1.76  0.74  -1.16
H  0.35  -1.38  0.78
H  1.35  1.48  1.55

## Properties
orbital gap: 10.43 eV
SMILES: CN1C[C@H]1C=O
LUMO energy: 0.0336 Eh
relative energy (zero: lowest compared OMol25 entry of this formula, charge and spin): 62.6 kcal per mole

This record from the OMol25 dataset describes a structure of composition C26H45ClNPY at a distorted geometry. The level of theory is wB97M-V/def2-TZVPD.

CARTESIAN COORDINATES (ANGSTROEM)
Y  1.44  1.17  2.47
P  -0.05  0.70  -0.03
Cl  1.03  3.62  2.54
C  -0.59  0.25  1.59
H  -0.87  -0.79  1.69
H  -1.35  0.91  2.03
C  1.84  0.81  -0.12
C  -0.77  2.38  -0.28
C  2.26  0.93  -1.60
H  2.07  1.81  0.37
C  3.74  1.26  -1.77
H  2.05  -0.03  -2.09
H  1.66  1.68  -2.12
C  4.65  0.31  -0.98
H  3.98  1.21  -2.83
H  3.91  2.29  -1.45
C  4.18  0.07  0.47
H  4.70  -0.65  -1.51
H  5.67  0.71  -0.99
C  2.69  -0.30  0.55
H  4.79  -0.72  0.92
H  4.38  0.98  1.06
H  2.52  -1.23  -0.01
H  2.41  -0.59  1.61
C  -0.63  -0.42  -1.37
C  -2.28  2.24  -0.53
H  -0.62  2.87  0.70
C  -2.97  3.61  -0.52
H  -2.46  1.75  -1.50
H  -2.76  1.60  0.23
C  -2.31  4.62  -1.46
H  -4.03  3.49  -0.77
H  -2.94  4.00  0.50
C  -0.78  4.67  -1.32
H  -2.56  4.36  -2.50
H  -2.73  5.61  -1.27
C  -0.11  3.29  -1.32
H  -0.36  5.28  -2.12
H  -0.53  5.17  -0.38
H  -0.20  2.84  -2.33
H  0.96  3.41  -1.11
C  0.11  -1.77  -1.38
H  -1.68  -0.62  -1.07
C  -0.56  -2.76  -2.35
H  1.16  -1.65  -1.66
H  0.10  -2.21  -0.37
C  -0.76  -2.20  -3.76
H  0.04  -3.68  -2.40
H  -1.53  -3.05  -1.94
C  -1.39  -0.80  -3.76
H  0.22  -2.14  -4.27
H  -1.39  -2.88  -4.34
C  -0.69  0.17  -2.80
H  -1.38  -0.38  -4.77
H  -2.44  -0.88  -3.46
H  0.32  0.37  -3.19
H  -1.22  1.13  -2.81
C  -0.18  -3.02  2.04
C  -1.52  -2.81  1.79
H  0.58  -2.89  1.27
C  -2.58  -2.90  2.84
H  -1.90  -2.69  0.76
C  -2.01  -3.03  4.27
H  -3.24  -2.02  2.79
H  -3.25  -3.76  2.63
C  -0.77  -3.92  4.32
H  -1.73  -2.03  4.64
H  -2.79  -3.43  4.93
C  0.34  -3.38  3.39
H  -0.41  -3.98  5.35
H  -1.05  -4.93  3.99
H  0.78  -2.49  3.87
H  1.15  -4.12  3.31
N  0.09  -0.37  5.37
C  0.55  0.01  4.36

## Properties
orbital gap (spin up / spin down): 2.13 / 4.40 eV
LUMO energy (spin up / spin down): 0.0893 / 0.0911 Eh
relative energy (zero: lowest compared OMol25 entry of this formula, charge and spin): 0.0 kcal per mole
net charge: -1

Q: Which E_tot values were calculated for the entries above? A: -11237.352; -33459.327; -7796.932; -52035.767, in eV.